{"formula": "C10H15MnOSe4Te", "method": "wB97M-V/def2-TZVPD", "elements": ["Mn", "Se", "Se", "Te", "Se", "C", "C", "C", "C", "C", "C", "Se", "C", "C", "C", "H", "H", "H", "H", "H", "H", "H", "H", "H", "H", "H", "C", "O", "H", "H", "H", "H"], "positions_angstrom": [[0.142, -0.749, -0.325], [1.616, -0.294, -1.948], [3.325, 1.009, -1.052], [3.662, 0.002, 1.275], [1.398, -1.077, 1.542], [-4.346, -6.928, -2.738], [-3.587, -5.734, -2.250], [-2.608, -5.121, -3.022], [-1.983, -3.957, -2.604], [-0.906, -3.330, -3.430], [-2.361, -3.395, -1.380], [-1.721, -1.665, -0.885], [-3.263, -4.047, -0.539], [-3.586, -3.559, 0.840], [-3.864, -5.207, -0.996], [-4.022, -7.212, -3.734], [-5.411, -6.703, -2.771], [-4.212, -7.776, -2.070], [-2.330, -5.546, -3.978], [-0.761, -3.881, -4.354], [0.037, -3.320, -2.873], [-1.146, -2.293, -3.673], [-2.970, -2.702, 1.117], [-3.406, -4.351, 1.565], [-4.632, -3.267, 0.915], [-4.578, -5.696, -0.350], [-0.380, 2.389, 0.832], [-0.907, 1.234, 0.184], [-1.188, 3.058, 1.142], [0.306, 2.927, 0.167], [0.160, 2.044, 1.717], [-1.597, 1.520, -0.431]], "nbo_charge": [0.794, -0.252, -0.149, 0.244, -0.488, -0.627, 0.009, -0.218, -0.009, -0.637, -0.206, -0.112, 0.086, -0.655, -0.248, 0.215, 0.221, 0.221, 0.207, 0.219, 0.227, 0.224, 0.223, 0.225, 0.223, 0.206, -0.250, -0.759, 0.179, 0.185, 0.208, 0.495], "spin_multiplicity": 5, "orbital_gap_ev": [4.6700, 6.0469]}

{"formula": "C10H15N2O", "method": "wB97M-V/def2-TZVPD", "elements": ["C", "C", "C", "C", "C", "C", "C", "C", "C", "C", "N", "N", "O", "H", "H", "H", "H", "H", "H", "H", "H", "H", "H", "H", "H", "H", "H", "H"], "positions_angstrom": [[1.765, 0.933, 0.083], [0.823, -1.135, -0.311], [1.933, -0.455, -0.184], [0.574, 1.535, 0.100], [-2.090, -2.299, 1.255], [-1.313, -1.240, 1.138], [-1.712, 1.363, -0.102], [-0.598, -0.661, -0.169], [3.296, -1.116, -0.241], [0.282, 3.015, 0.241], [-0.553, 0.774, -0.117], [-1.443, -0.995, -1.346], [-2.942, 0.947, -0.295], [2.572, 1.604, 0.425], [1.041, -2.245, -0.386], [-2.468, -2.625, 2.162], [-2.145, -2.978, 0.433], [-1.257, -0.486, 1.918], [-1.834, 2.372, -0.266], [4.077, -0.459, 0.009], [3.501, -1.446, -1.246], [3.454, -1.965, 0.352], [1.172, 3.758, 0.148], [-0.298, 3.163, 1.106], [-0.369, 3.211, -0.729], [-0.883, -0.600, -2.112], [-3.240, 0.002, -0.379], [-1.346, -1.975, -1.486]], "nbo_charge": [-0.182, -0.203, -0.012, 0.171, -0.337, -0.206, 0.552, 0.208, -0.637, -0.640, -0.362, -0.827, -0.594, 0.245, 0.235, 0.231, 0.199, 0.205, 0.219, 0.230, 0.239, 0.240, 0.276, 0.228, 0.212, 0.373, 0.558, 0.382], "smiles": "C=C[C@]1(N)C=C(C)C=C(C)/[N+]1=C/O", "total_charge": 1, "de_lowest_kj_mol": 197.9, "orbital_gap_ev": 7.9838}

{"formula": "C10H15N2O3", "method": "wB97M-V/def2-TZVPD", "elements": ["C", "C", "C", "C", "C", "C", "C", "C", "C", "C", "N", "N", "O", "O", "O", "H", "H", "H", "H", "H", "H", "H", "H", "H", "H", "H", "H", "H", "H", "H"], "positions_angstrom": [[1.847, 0.432, -0.082], [0.836, 2.496, -0.848], [1.857, 1.674, -0.841], [0.679, -0.058, 0.152], [-0.496, 2.029, -0.224], [-1.692, 0.030, 0.744], [-1.883, -1.496, 0.759], [0.439, -1.978, 1.468], [-0.632, 0.447, -0.197], [-0.991, -0.001, -1.600], [3.125, 2.080, -1.514], [-1.003, -2.146, 1.837], [4.077, 1.378, -1.387], [3.015, 3.099, -2.153], [0.763, -3.181, 0.800], [2.758, 0.011, 0.235], [0.711, 3.236, -1.583], [-0.475, 2.209, 0.897], [-1.387, 2.370, -0.677], [-2.662, 0.492, 0.360], [-1.345, 0.305, 1.677], [-2.858, -1.785, 0.921], [-1.456, -1.888, -0.180], [1.103, -1.569, 2.248], [-0.899, -1.092, -1.717], [-0.417, 0.608, -2.236], [-2.158, 0.159, -1.828], [-1.428, -1.670, 2.762], [-1.083, -3.182, 1.934], [1.655, -3.010, 0.274]], "nbo_charge": [-0.346, -0.094, 0.016, 0.199, -0.417, -0.402, -0.202, 0.241, -0.179, -0.603, 0.540, -0.582, -0.344, -0.354, -0.717, 0.266, 0.256, 0.227, 0.238, 0.256, 0.209, 0.228, 0.236, 0.212, 0.212, 0.232, 0.217, 0.462, 0.462, 0.531], "total_charge": 1, "de_lowest_kj_mol": 818.2, "orbital_gap_ev": 9.0301}

{"formula": "C10H15N3", "method": "wB97M-V/def2-TZVPD", "elements": ["C", "C", "C", "C", "C", "C", "C", "C", "C", "C", "H", "H", "H", "H", "H", "H", "H", "H", "H", "H", "H", "H", "H", "H", "H", "N", "N", "N"], "positions_angstrom": [[-2.909, -0.011, 0.253], [-2.382, 1.163, 0.069], [-1.085, 1.257, -0.323], [-0.281, 0.153, -0.436], [-0.758, -1.201, -0.212], [-2.161, -1.195, 0.025], [1.819, 1.502, -0.233], [2.903, 0.921, 0.790], [2.705, -1.374, 0.244], [1.882, -0.831, -1.128], [-4.616, -0.913, 0.980], [-4.635, 0.621, 0.740], [-3.009, 1.970, 0.123], [-0.655, 2.150, -0.627], [-0.286, -2.137, -0.544], [-2.842, -2.090, 0.007], [2.349, 1.966, -1.052], [0.993, 2.052, 0.170], [3.872, 0.627, 0.214], [3.163, 1.524, 1.745], [1.654, -0.522, 1.603], [2.322, -2.285, 0.624], [3.773, -1.466, -0.128], [1.210, -1.549, -1.494], [2.602, -0.522, -1.956], [-4.327, -0.258, 0.355], [1.083, 0.404, -0.908], [2.631, -0.392, 1.310]], "nbo_charge": [0.110, -0.230, -0.259, 0.163, -0.276, -0.191, -0.239, -0.249, -0.232, -0.244, 0.360, 0.350, 0.203, 0.213, 0.227, 0.208, 0.196, 0.210, 0.187, 0.216, 0.351, 0.198, 0.182, 0.198, 0.193, -0.793, -0.437, -0.615], "smiles": "Nc1ccc(N2CCNCC2)cc1", "de_lowest_kj_mol": 286.2, "orbital_gap_ev": 8.2704}

{"formula": "C10H15N3O2", "method": "wB97M-V/def2-TZVPD", "elements": ["C", "C", "C", "C", "C", "C", "C", "C", "C", "C", "N", "N", "N", "O", "O", "H", "H", "H", "H", "H", "H", "H", "H", "H", "H", "H", "H", "H", "H", "H"], "positions_angstrom": [[1.150, -0.331, 1.183], [-0.154, -2.458, 1.304], [-1.441, -1.963, -0.522], [2.051, -0.384, 2.108], [-0.178, 0.158, -1.044], [0.654, 1.004, -0.041], [-1.259, 0.939, -1.704], [-0.168, 2.075, 0.701], [1.900, 1.543, -0.612], [-1.734, -4.243, 0.606], [0.216, -1.281, 0.825], [-1.088, -2.968, 0.414], [-0.727, -0.890, -0.198], [0.324, -3.017, 2.246], [-2.285, -2.104, -1.403], [2.006, -1.143, 2.753], [2.466, 0.624, 2.370], [0.405, -0.220, -1.807], [-0.840, 1.782, -2.122], [-1.989, 1.190, -0.991], [-1.717, 0.330, -2.577], [-0.420, 2.927, -0.030], [0.489, 2.349, 1.552], [-1.135, 1.779, 1.087], [2.614, 0.717, -0.842], [2.359, 2.422, -0.213], [1.550, 1.915, -1.592], [-0.881, -4.887, 0.821], [-2.508, -4.022, 1.280], [-2.173, -4.611, -0.378]], "nbo_charge": [0.225, 0.764, 0.769, -0.505, -0.064, 0.049, -0.604, -0.646, -0.649, -0.416, -0.299, -0.450, -0.256, -0.617, -0.634, 0.232, 0.214, 0.197, 0.207, 0.218, 0.243, 0.216, 0.229, 0.225, 0.232, 0.232, 0.207, 0.235, 0.213, 0.232], "smiles": "C=C1n2c(=O)n(C)c(=O)n2[C@@H](C)C1(C)C", "de_lowest_kj_mol": 347.1, "orbital_gap_ev": 9.2795}

{"formula": "C10H15N4", "method": "wB97M-V/def2-TZVPD", "elements": ["C", "C", "C", "C", "C", "C", "C", "C", "C", "C", "N", "N", "N", "N", "H", "H", "H", "H", "H", "H", "H", "H", "H", "H", "H", "H", "H", "H", "H"], "positions_angstrom": [[2.631, 0.576, 1.422], [3.249, 0.938, 0.195], [1.374, 0.033, 1.543], [2.570, 0.799, -0.946], [0.647, 0.038, 0.349], [1.171, 0.536, -0.903], [-0.772, -0.387, 0.279], [0.476, 0.171, -2.154], [-0.114, -2.599, 1.045], [-3.115, 0.097, 0.026], [-2.223, 2.538, -0.506], [-1.287, 1.739, -0.312], [-1.065, -1.637, 0.589], [-1.739, 0.481, 0.062], [3.262, 0.728, 2.455], [4.309, 1.236, 0.190], [0.792, -0.249, 2.388], [2.883, 1.204, -1.885], [-0.531, 0.401, -1.827], [0.682, 0.814, -2.986], [0.791, -0.857, -2.466], [-0.334, -3.612, 0.588], [0.900, -2.265, 0.636], [-0.083, -2.756, 2.210], [-3.520, -0.142, 1.011], [-3.350, -0.702, -0.778], [-3.487, 1.136, -0.400], [-1.970, 3.467, -0.592], [-2.147, -1.725, 0.767]], "nbo_charge": [-0.184, -0.174, -0.199, -0.196, -0.155, 0.069, 0.594, -0.657, -0.447, -0.537, -0.338, 0.065, -0.519, -0.263, 0.241, 0.243, 0.229, 0.227, 0.200, 0.241, 0.247, 0.242, 0.253, 0.234, 0.236, 0.241, 0.299, 0.375, 0.432], "smiles": "[H]/N=N/[N+](C)=C(/NC)c1ccccc1C", "total_charge": 1, "de_lowest_kj_mol": 481.9, "orbital_gap_ev": 8.4929}

Going through the records in order, we get DFT total energy values of -312659.909; -15631.463; -19721.275; -15080.945; -19176.623; -16563.743 eV.